Record 1
Here is the molecule C6H8FNO2 at a distorted geometry from the OMol25 dataset. Energies are from the ωB97M-V functional and the def2-TZVPD basis.

Energy in a.u.: -538.3682
2S+1: 3
Kohn-Sham gap (alpha / beta) in eV: 5.781 / 9.405

```
18
C6H8FNO2 | the OMol25 dataset | the ωB97M-V functional and the def2-TZVPD basis
C 1.722 1.519 -0.184
C 0.771 0.721 0.354
C 2.304 0.959 1.950
C -1.641 0.771 -0.346
C -0.467 -1.437 0.138
C -0.314 0.026 -0.430
N 2.704 1.653 0.810
O 2.856 0.808 3.016
O 1.138 0.403 1.641
F -0.051 -0.010 -1.745
H 1.844 2.105 -1.032
H -1.727 1.274 0.624
H -1.529 1.568 -1.078
H -2.622 0.117 -0.555
H -0.944 -1.950 -0.634
H -0.926 -1.665 1.121
H 0.528 -1.805 0.076
H 3.684 1.861 0.740
```

Here are the Löwdin charges for atoms 1 to 6, given in e:
1. C -0.030
2. C -0.182
3. C -0.516
4. C -0.016
5. C 0.010
6. C -0.552

---

Record 2
Here is a structure of composition C6H8FeLiO6 at a distorted geometry from the OMol25 dataset. Energies are from the ωB97M-V functional and the def2-TZVPD basis.

Energy in a.u.: -1955.8391
2S+1: 5
Charge: +1
Kohn-Sham gap (alpha / beta) in eV: 7.574 / 7.801

```
22
C6H8FeLiO6 | the OMol25 dataset | the ωB97M-V functional and the def2-TZVPD basis
O 1.752 -0.627 1.188
C 1.369 0.578 0.650
C 2.341 -1.386 0.125
O 0.203 0.425 -0.186
O 2.482 0.922 -0.293
C 2.989 -0.318 -0.770
H 1.563 -1.947 -0.413
H 3.068 -2.077 0.566
H 2.707 -0.468 -1.823
H 4.084 -0.306 -0.673
O -1.570 0.025 1.225
C -0.974 0.945 0.363
C -2.236 -0.923 0.409
O -0.836 2.147 0.936
O -1.894 1.069 -0.724
C -2.775 -0.057 -0.734
H -3.024 -1.401 0.999
H -1.530 -1.685 0.047
H -3.798 0.294 -0.543
H -2.727 -0.556 -1.708
Fe 0.947 2.382 1.518
Li -2.140 2.965 -0.159
```

Here are the Löwdin charges for atoms 1 to 6, given in e:
1. O -0.044
2. C -0.438
3. C -0.122
4. O 0.052
5. O -0.113
6. C -0.157

---

Record 3
Here is a structure of composition C6H8HgLiO6 at a distorted geometry from the OMol25 dataset. Energies are from the ωB97M-V functional and the def2-TZVPD basis.

Energy in a.u.: -845.8055
2S+1: 2
Kohn-Sham gap (alpha / beta) in eV: 7.800 / 3.803

```
22
C6H8HgLiO6 | the OMol25 dataset | the ωB97M-V functional and the def2-TZVPD basis
O -0.102 -3.012 0.306
C 1.399 -0.815 -3.025
C -0.051 -2.675 -1.001
O 1.584 -0.996 -4.225
O 0.155 -0.852 -2.610
C -0.251 -1.175 -1.264
H -0.741 -3.252 -1.656
H 2.260 -0.685 -0.973
H 0.362 -0.615 -0.549
H -1.309 -0.891 -1.212
Li 1.513 -3.630 0.910
Hg 2.477 -0.054 -6.283
O 3.462 -3.125 -1.935
C 3.158 -3.482 -0.655
C 3.771 -1.771 -2.220
O 2.700 -4.638 -0.523
O 3.192 -2.622 0.253
C 2.623 -0.797 -1.995
H 4.099 -1.762 -3.266
H 4.614 -1.455 -1.591
H 3.080 0.202 -2.104
H 1.001 -2.844 -1.526
```

Here are the Löwdin charges for atoms 1 to 6, given in e:
1. O -0.003
2. C -0.453
3. C -0.256
4. O -0.285
5. O 0.022
6. C -0.110

---

Record 4
Here is a cluster of 2 separate species, C6H8I2O6 in total at a distorted geometry from the OMol25 dataset. Energies are from the ωB97M-V functional and the def2-TZVPD basis.

Energy in a.u.: -1280.2235
SMILES string: OC[C@H](O)[C@@H](I)/C(O)=C(\O)I.O=C=O
Kohn-Sham gap in eV: 7.759

```
22
C6H8I2O6 | the OMol25 dataset | the ωB97M-V functional and the def2-TZVPD basis
C 0.114 -1.746 2.841
C -0.446 0.605 -0.183
C -1.901 -0.719 1.378
C -1.113 -0.652 0.252
C 1.661 1.656 -1.361
C 0.883 0.321 -0.963
O -0.550 -1.673 3.781
O 0.894 -1.892 2.030
O -2.030 0.427 2.167
O -0.942 -1.834 -0.410
O 2.528 1.510 -2.430
O 0.696 -0.437 -2.070
I -3.087 -2.365 1.767
I -2.027 1.610 -1.516
H -0.455 1.439 0.588
H 1.019 2.375 -1.716
H 2.110 1.885 -0.377
H 1.553 -0.208 -0.295
H -2.800 0.396 2.680
H -0.311 -1.679 -1.123
H 3.249 0.924 -2.260
H 0.956 0.056 -2.783
```

Here are the Löwdin charges for atoms 1 to 6, given in e:
1. C -0.508
2. C -0.425
3. C -0.791
4. C -0.516
5. C -0.209
6. C -0.407